Record 1
DFT (wB97M-V/def2-TZVPD) results for a structure of composition C15H26N2O2 at a distorted geometry.

```
45
Properties=species:S:1:pos:R:3:forces:R:3
C 0.81509 -2.86280 -3.09011 -1.97 -8.34 -4.92
N 0.55519 -3.60444 -1.92632 2.24 -3.51 -0.67
C 1.54451 -3.58088 -0.82162 1.79 -6.06 -6.38
H 2.54984 -3.92696 -1.39659 -1.90 0.73 1.73
C 1.61879 -2.24635 -0.50191 8.76 3.70 5.76
C 0.48211 -1.91724 0.24586 -2.96 2.41 4.19
C -0.58246 -2.23848 -0.68393 -9.46 1.33 4.08
H -1.83033 -2.17229 -0.02514 3.33 0.10 -1.11
H -0.91216 -1.54447 -1.40124 0.70 1.08 -1.07
C -0.64368 -3.56556 -1.22180 0.59 -3.42 1.39
H -1.51646 -3.93771 -1.64276 -1.73 0.54 -1.86
C -0.53226 -4.81866 -0.05945 7.28 9.55 -2.57
H -1.02294 -4.35815 0.63344 -2.87 1.84 4.87
H -0.80130 -5.64083 -0.34682 -3.54 -8.74 -3.30
C 0.97957 -4.75931 0.02010 4.05 1.10 3.44
H 1.56046 -4.55854 1.06315 -1.92 -0.69 -1.57
H 1.54929 -5.64291 -0.32489 -0.88 0.27 -0.12
H 0.37720 -2.43326 1.24150 0.27 0.02 -1.38
O 0.31310 -0.45377 0.86340 1.76 -3.34 -3.14
C 0.64772 0.43963 -0.07432 -2.67 -1.07 -4.36
O 0.59882 0.27400 -1.36632 1.10 0.62 5.63
C 0.57933 1.68295 0.63501 -0.28 4.68 -0.17
H 1.05515 2.50078 0.10440 1.06 -0.08 0.07
C -0.89757 2.18348 0.59715 -2.93 1.68 -2.86
N -1.60039 3.50658 1.04721 6.42 2.05 -1.77
C -0.95297 4.72685 0.08248 0.91 -3.77 0.95
C -0.47676 5.88846 0.77029 2.31 -8.91 8.53
H 0.50897 5.85583 1.17761 1.54 0.10 -1.18
H -0.73650 6.72856 0.53632 -3.00 9.24 -3.00
C -1.04593 5.51283 2.28440 -7.17 -3.95 -6.34
H -2.24434 5.70536 2.41332 2.58 -0.14 -0.79
H -0.72015 5.90229 3.06970 3.68 3.88 6.34
C -0.96798 3.96504 2.35282 1.70 2.18 -3.73
H -1.64460 3.46611 2.87396 -2.30 -1.55 4.20
H 0.08189 3.65637 2.49294 -0.36 -0.19 -0.04
H -1.79537 4.90480 -0.37502 -4.37 1.50 -2.94
H -0.27962 4.36180 -0.65118 0.78 -0.88 -0.51
H -1.37127 1.58447 1.26075 -1.82 -2.61 1.64
H -1.43908 2.10147 -0.45192 1.65 -0.53 1.89
H 0.86830 1.59169 1.67896 0.32 0.06 -0.19
H 2.16212 -1.47259 -1.09435 -1.04 -1.16 -0.12
H 2.76209 -2.42918 0.53825 -2.57 0.95 -2.20
H 0.81595 -1.91910 -2.98284 -0.03 7.23 0.48
H 1.73582 -3.20168 -3.75273 -1.55 0.42 1.79
H -0.14718 -3.25417 -3.79180 2.48 1.68 1.30
```
Positions in Å, forces in eV/Å.

DFT total energy: -23037.8876 eV
energy relative to the best compared isomer or geometry (same formula, charge and spin): 373.3 kcal per mole
HOMO-LUMO gap: 8.66 eV
HOMO: -8.005 eV

Record 2
DFT (wB97M-V/def2-TZVPD) results for a structure of composition C21H45LuN2P3SSe at a distorted geometry.

```
74
Properties=species:S:1:pos:R:3:forces:R:3
Lu 1.18033 -0.28152 -0.08024 -3.99 -0.16 1.37
P 1.57171 1.50569 1.79211 0.36 0.47 0.75
P -2.20661 1.15557 0.59074 -0.74 -0.25 0.56
P 0.49183 1.76970 -1.80047 -0.26 0.61 -0.75
H 4.38665 -2.57733 -1.34422 -0.96 0.07 -0.64
C 4.15911 -1.50830 -1.42738 -1.05 0.65 -0.22
C 2.93789 -0.87216 -1.22581 3.19 -1.63 -1.48
H 1.95047 -1.33676 -1.62184 1.79 -0.16 0.26
C 1.97674 0.61280 3.32563 0.30 -0.12 0.15
C 0.65264 2.90565 2.45560 -0.17 0.36 -0.14
C 3.17393 2.27810 1.36695 0.02 0.06 0.12
C -3.81535 0.52332 -0.06377 0.25 -0.16 -0.26
C -2.46428 0.62270 2.33307 0.18 0.01 0.13
C -2.73334 2.91246 0.78699 0.46 0.08 -0.17
C 1.70962 1.73418 -3.16698 -0.02 0.27 0.01
C 0.50433 3.50726 -1.25479 0.20 0.04 0.20
C -1.08360 1.77877 -2.74062 -0.01 -0.11 -0.03
H 5.06552 -0.97642 -1.76666 -0.37 0.36 1.22
H 3.03034 0.21444 -0.93484 0.06 -0.31 -1.45
H 2.48025 -0.34576 3.14272 0.01 0.32 0.00
H 1.08094 0.42121 3.92693 0.11 0.16 -0.16
H 2.65171 1.29140 3.86061 -0.13 -0.34 0.26
H -0.28363 2.59976 2.93010 0.24 0.03 -0.04
H 0.42901 3.63941 1.67404 0.09 -0.09 0.20
H 1.32576 3.34939 3.20069 -0.31 0.10 -0.07
H 3.88868 1.57792 0.91554 -0.06 0.12 0.24
H 3.55287 2.62276 2.33761 0.32 0.13 -0.41
H 3.04659 3.12972 0.68620 0.03 -0.19 0.24
H -4.64447 1.03056 0.45856 0.34 -0.24 -0.22
H -3.88424 -0.55689 0.11076 -0.05 0.18 -0.11
H -3.89429 0.70639 -1.14152 -0.10 -0.05 0.20
H -3.43197 1.00874 2.67769 0.22 -0.12 0.04
H -1.66842 1.02969 2.97340 -0.27 -0.20 -0.03
H -2.45763 -0.47355 2.39725 0.00 0.49 0.01
H -3.73936 2.92014 1.23038 0.33 0.08 -0.13
H -2.76391 3.40644 -0.19233 -0.08 0.02 0.26
H -2.03841 3.45275 1.44202 -0.23 -0.01 -0.18
H 1.46775 2.60281 -3.79720 0.31 -0.35 -0.07
H 1.63607 0.80426 -3.74969 -0.06 0.24 0.11
H 2.73304 1.83184 -2.78444 -0.18 0.07 -0.15
H 0.54175 4.13274 -2.15680 -0.01 -0.02 0.30
H 1.37460 3.71591 -0.62122 -0.21 0.12 -0.23
H -0.41571 3.72590 -0.69584 0.27 -0.06 -0.14
H -0.92125 2.39868 -3.63034 -0.16 -0.07 0.16
H -1.89901 2.19455 -2.13624 0.24 -0.08 -0.16
H -1.36261 0.77039 -3.05819 -0.10 0.38 -0.14
C -0.14386 -2.15452 -3.57937 0.46 -0.63 -0.52
C 0.88984 -3.09987 -3.68240 0.42 0.34 -0.29
C 1.76642 -3.06185 -4.79048 -0.74 0.62 -0.05
C 1.47158 -2.15597 -5.83742 0.32 -0.02 0.14
C 0.29430 -1.37285 -5.81573 -0.03 -0.21 -0.17
C -0.53782 -1.37403 -4.68409 0.45 -0.38 0.44
Se -0.85797 -1.83516 -1.76563 0.28 1.14 -1.23
H -0.49608 -0.36619 -2.04178 -0.69 -1.12 0.61
H 0.99796 -3.87573 -2.92108 0.25 0.44 0.02
H 2.67747 -3.68740 -4.80094 -0.81 0.27 -0.18
H 2.18551 -2.06959 -6.68068 -0.71 -0.10 0.54
H -0.00291 -0.75914 -6.69479 0.37 -0.58 0.75
H -1.49023 -0.84128 -4.66349 0.42 0.10 -0.04
S 0.99043 -2.47864 1.23935 0.38 -0.13 0.17
C -0.26835 -2.43043 2.41300 -1.37 0.52 1.99
N 0.03740 -2.25052 3.71350 -0.42 -0.07 -1.43
C -0.97161 -2.19105 4.78031 -0.08 0.25 0.06
C -2.07017 -3.18903 4.46106 -0.14 -0.69 0.13
C -2.60161 -3.09258 3.03304 -0.58 0.55 -0.22
N -1.58002 -2.54952 2.09476 1.47 -0.84 -0.37
H 0.99940 -2.05892 3.91392 0.31 -0.21 0.18
H -1.39472 -1.17275 4.84382 0.27 -0.26 -0.05
H -0.46887 -2.42169 5.73695 -0.32 0.09 -0.51
H -2.90307 -3.05975 5.16072 0.20 -0.05 -0.14
H -1.68221 -4.19886 4.60553 0.05 0.05 0.13
H -3.45885 -2.40635 2.98198 0.18 -0.17 0.04
H -2.95753 -4.06951 2.65279 0.36 0.47 0.24
H -1.71646 -2.73213 1.10301 -0.17 -0.08 0.35
```
Positions in Å, forces in eV/Å.

DFT total energy: -163130.3113 eV
energy relative to the best compared isomer or geometry (same formula, charge and spin): 0.0 kcal per mole
charge: +3
HOMO-LUMO gap: 6.61 eV
HOMO: -16.624 eV

Record 3
DFT (wB97M-V/def2-TZVPD) results for a structure of composition C24H37Cl2FN4O6PPtS2 at a distorted geometry.

```
78
Properties=species:S:1:pos:R:3:forces:R:3
Pt 0.09376 1.75205 -2.95022 -0.77 0.39 0.61
C -3.00628 6.51341 -1.54788 0.00 -0.04 0.11
C -1.68911 6.34374 -2.25853 -0.12 0.04 0.01
O -0.72227 5.69959 -1.36256 -0.26 0.10 0.01
P -0.17938 4.25111 -1.57110 0.49 0.65 0.24
S -1.50827 2.77373 -1.43782 0.72 -0.66 -0.89
S 0.68716 4.05389 -3.36889 -0.52 -0.90 -0.16
O 0.83363 4.08479 -0.39065 -0.04 0.06 0.19
C 1.81212 5.11737 -0.06842 0.07 -0.02 -0.02
C 2.81820 4.51249 0.87357 0.02 -0.03 0.00
H -3.69617 7.04895 -2.20247 0.02 -0.03 0.05
H -2.87606 7.08952 -0.63098 -0.03 -0.01 -0.05
H -3.44766 5.54708 -1.29671 0.01 0.04 -0.04
H -1.24686 7.30238 -2.51109 0.08 0.02 -0.02
H -1.79354 5.75294 -3.16813 0.08 -0.07 0.00
H 1.27975 5.94849 0.38714 -0.06 0.03 0.00
H 2.28337 5.45765 -0.99156 -0.01 0.00 -0.05
H 2.31090 4.06900 1.73066 0.04 0.03 0.00
H 3.48973 5.29375 1.23292 0.00 -0.05 -0.02
H 3.40687 3.74534 0.36989 -0.02 0.01 0.03
C -4.87154 -3.04120 0.91138 0.15 -0.04 0.03
C -3.69877 -3.56541 0.09001 -0.23 0.31 0.23
N -2.69858 -2.51576 -0.20289 -0.25 -0.34 0.28
C -2.89300 -1.75022 -1.28096 -0.11 -0.09 -0.14
C -1.99314 -0.85288 -1.76638 -0.19 0.58 -0.33
C -2.40092 -0.10005 -3.01768 -0.25 -0.08 0.33
O -3.57312 -0.13797 -3.34273 0.41 0.05 -0.15
O -1.44493 0.48622 -3.66709 -0.07 0.31 -0.45
C -0.75660 -0.67133 -1.11168 -0.14 -0.73 0.27
O 0.19336 0.02472 -1.51973 0.60 0.40 -0.13
C -0.59880 -1.41340 0.14181 -0.28 0.03 -0.09
C 0.53829 -1.25098 0.92658 0.21 0.18 -0.14
C 0.70950 -1.96453 2.06876 0.14 -0.13 0.19
F 1.89356 -1.82075 2.70819 -0.08 0.00 0.12
C -0.28360 -2.82872 2.57515 0.16 0.10 0.24
C -1.42727 -2.95223 1.81670 -0.27 -0.27 -0.08
C -1.58173 -2.30814 0.58508 0.04 0.05 -0.12
N -0.19807 -3.48997 3.82362 0.22 -0.10 0.09
C -0.70110 -4.85786 3.94422 0.19 0.21 0.07
C -1.38585 -5.00109 5.30521 -0.03 -0.04 -0.21
N -0.67407 -4.11027 6.29606 0.17 -0.14 -0.19
C 0.79449 -4.06290 5.98809 0.10 0.14 -0.16
C 0.98138 -3.28428 4.68117 -0.30 0.00 -0.04
H -5.58184 -3.84955 1.09225 0.02 0.06 -0.01
H -5.38884 -2.24458 0.37618 0.00 -0.01 0.03
H -4.53952 -2.64710 1.87531 -0.04 0.00 -0.06
H -4.05903 -3.94398 -0.86212 0.08 -0.02 -0.10
H -3.20324 -4.38901 0.59558 0.11 -0.05 -0.08
H -3.82962 -1.88337 -1.81206 0.08 -0.01 -0.04
H 1.31388 -0.55796 0.62407 -0.05 -0.07 -0.06
H -2.23819 -3.55672 2.19653 0.00 0.06 -0.03
H 0.11267 -5.58367 3.84214 0.01 -0.02 -0.03
H -1.42293 -5.08156 3.17040 -0.03 -0.04 -0.07
H -1.34045 -6.02618 5.66392 0.03 0.00 0.13
H -2.42400 -4.68256 5.26522 -0.03 0.05 0.08
H -0.84725 -4.42380 7.24875 -0.02 0.00 0.09
H -1.04039 -3.16389 6.20171 -0.10 0.08 0.04
H 1.14706 -5.08765 5.91322 -0.09 -0.08 0.05
H 1.32570 -3.57364 6.79936 -0.07 -0.01 0.10
H 1.91433 -3.61002 4.22141 0.06 -0.06 -0.01
H 1.06675 -2.22179 4.89731 0.05 0.03 0.01
Cl 1.43877 0.83617 -5.05155 -0.29 0.20 0.23
C 0.81236 1.77328 -6.47715 -0.31 0.10 -0.03
Cl -0.81327 2.36381 -6.25067 0.03 -0.05 0.02
H 0.81229 1.09000 -7.31457 0.16 -0.15 0.01
H 1.47925 2.60957 -6.62615 0.16 0.02 0.05
C 4.85938 1.58181 -3.35675 -0.15 -0.17 0.04
N 4.23571 0.62282 -2.44322 0.26 -0.02 0.03
C 4.95349 -0.61943 -2.14430 -0.19 0.08 -0.09
C 3.01750 0.83353 -1.96282 0.00 0.19 0.00
O 2.33766 1.83977 -2.21744 0.41 -0.09 0.05
H 5.91193 1.68342 -3.10602 0.04 0.00 0.03
H 4.36369 2.54148 -3.25763 -0.04 0.02 0.01
H 4.77087 1.23958 -4.38928 0.02 -0.01 0.00
H 6.02229 -0.44211 -2.22225 0.02 0.04 0.05
H 4.68238 -1.40848 -2.84763 0.04 0.02 -0.03
H 4.72938 -0.95307 -1.13243 -0.02 0.02 -0.02
H 2.64181 0.04663 -1.29938 -0.02 -0.05 -0.06
```
Positions in Å, forces in eV/Å.

DFT total energy: -105690.5262 eV
energy relative to the best compared isomer or geometry (same formula, charge and spin): 45.7 kcal per mole
charge: +2
multiplicity: 2
HOMO-LUMO gap (alpha / beta): 6.78 / 7.26 eV
HOMO (alpha / beta): -12.694 / -12.847 eV